The following is a quantum chemistry calculation of a molecular structure, C18H16IrN7O7S2, from OMol25.

As for the spin multiplicity: 2. The value obtained for the energy relative to the best compared isomer or geometry (same formula, charge and spin) is 281.3 kJ/mol. The expectation value of S² is 1.03. For the largest force on an atom, the calculation gives 3.9 eV/Å. Its net charge is +1. Its HOMO energy (spin up / spin down) is -11.2 / -11.3 eV. The LUMO energy (spin up / spin down) comes out at -6.6 / -6.3 eV. The HOMO-LUMO gap (spin up / spin down) comes out at 4.57 / 5.00 eV. The value obtained for the total energy is -2505.7331 Eh.

Positions of all 51 atoms, in Å:
Ir (0.35, 0.93, 0.54)
N (-3.65, 0.31, 2.62)
C (-2.38, 0.46, 2.23)
S (-2.15, 1.35, 0.74)
N (-1.43, -0.02, 2.97)
N (-0.16, 0.03, 2.64)
C (0.69, -0.46, 3.50)
C (2.10, -0.55, 3.41)
C (2.80, -1.17, 4.46)
C (4.17, -1.31, 4.43)
C (4.91, -0.83, 3.34)
C (4.28, -0.21, 2.30)
C (2.86, -0.05, 2.28)
O (2.33, 0.50, 1.28)
H (-4.39, 0.72, 2.07)
H (-3.88, -0.20, 3.45)
H (0.26, -0.85, 4.43)
H (2.24, -1.56, 5.30)
H (4.68, -1.78, 5.26)
H (5.98, -0.95, 3.33)
H (4.83, 0.18, 1.46)
O (0.03, 0.55, -3.83)
C (-0.12, 0.23, -2.66)
O (0.24, 0.94, -1.67)
C (-0.84, -1.08, -2.33)
C (-0.81, -1.58, -1.04)
C (-1.60, -2.68, -0.70)
C (-2.38, -3.31, -1.66)
C (-2.34, -2.83, -2.96)
C (-1.58, -1.72, -3.31)
N (-3.15, -3.49, -3.99)
O (-3.85, -4.40, -3.63)
O (-3.04, -3.06, -5.11)
N (-1.62, -3.09, 0.69)
O (-0.83, -2.54, 1.43)
O (-2.44, -3.90, 1.03)
H (-0.18, -1.12, -0.28)
H (-2.99, -4.16, -1.40)
H (-1.58, -1.35, -4.32)
S (0.91, 3.39, 0.75)
C (0.62, 3.57, -0.93)
N (1.54, 3.47, -1.87)
C (0.96, 3.56, -3.20)
C (-0.50, 3.96, -2.90)
N (-0.55, 3.92, -1.45)
H (2.47, 3.12, -1.70)
H (1.01, 2.58, -3.69)
H (1.50, 4.29, -3.80)
H (-1.21, 3.25, -3.33)
H (-0.74, 4.96, -3.27)
H (-1.41, 4.01, -0.93)